Record 1
26
Properties=species:S:1:pos:R:3:lowdin_charge:R:1 method="wB97M-V/def2-TZVPD" smiles="O=C1C(Cl)=CC([O-])=C(Cl)[C@@H]1[NH+]1CCCC1" gap_ha=0.2252 homo_energy_ev=-6.86
Cl 3.050 2.028 -1.849 0.7254
C 1.384 1.766 -1.587 -0.6134
C 0.494 2.769 -1.770 0.0228
C -0.963 2.591 -1.628 -0.5188
O -1.744 3.545 -1.833 -0.0497
C -1.396 1.258 -1.261 -0.6465
Cl -3.070 0.984 -1.283 0.6871
C -0.470 0.066 -1.098 -0.2295
C 0.998 0.397 -1.234 -0.3642
O 1.784 -0.532 -1.033 0.0663
H 0.834 3.727 -2.167 0.1278
H -0.739 -0.641 -1.883 0.1564
C 0.709 -1.007 2.247 -0.1565
C 0.525 -2.328 1.508 -0.1564
C -0.413 -2.098 0.321 -0.0798
N -0.710 -0.600 0.246 -0.0284
C -0.168 0.044 1.565 -0.0408
H 0.439 -1.103 3.301 0.1133
H 1.762 -0.727 2.257 0.1148
H 1.487 -2.738 1.195 0.1156
H 0.093 -3.098 2.155 0.1122
H -0.031 -2.458 -0.635 0.1279
H -1.387 -2.548 0.528 0.1301
H -1.711 -0.520 0.360 0.1115
H -1.074 0.203 2.167 0.1325
H 0.314 1.022 1.409 0.1404

Record 2
33
Properties=species:S:1:pos:R:3:lowdin_spin:R:1 method="wB97M-V/def2-TZVPD" multiplicity=4 gap_ha="0.2394 / 0.2198" total_charge=-2 homo_energy_ev="-2.37 / -2.77"
Pd -0.454 0.012 0.455 1.3104
S 0.771 -2.205 -4.165 0.0926
Sb 0.539 -2.035 -1.923 0.0184
S -1.534 -1.773 -0.915 0.2166
S 1.750 -0.577 -0.567 0.2069
S 1.447 -4.233 -1.293 0.8928
C -4.954 6.068 -3.273 0.0006
C -4.173 4.989 -2.568 0.0031
C -3.048 5.299 -1.815 -0.0006
C -2.326 4.313 -1.148 0.0032
C -1.093 4.648 -0.354 0.0005
C -2.760 2.993 -1.235 0.0018
C -3.886 2.652 -1.983 0.0033
C -4.322 1.215 -2.066 0.0004
C -4.575 3.660 -2.646 -0.0006
C -1.993 1.910 -0.522 0.0090
O -2.463 1.417 0.523 0.0371
O -0.896 1.553 -1.037 0.1033
H -4.380 6.994 -3.331 0.0000
H -5.887 6.288 -2.749 0.0002
H -5.214 5.768 -4.290 0.0001
H -2.716 6.331 -1.749 -0.0001
H -0.924 5.725 -0.326 0.0000
H -0.218 4.159 -0.786 0.0002
H -1.177 4.279 0.671 0.0001
H -3.505 0.580 -2.415 0.0000
H -5.170 1.100 -2.742 0.0000
H -4.598 0.844 -1.078 0.0002
H -5.446 3.401 -3.241 -0.0001
Cl 0.755 1.666 2.354 0.0451
Ge 1.475 -0.443 3.044 -0.0022
Cl -0.649 -1.371 2.748 0.0564
Cl 1.282 -0.045 5.329 0.0013

Record 3
32
Properties=species:S:1:pos:R:3:lowdin_spin:R:1 method="wB97M-V/def2-TZVPD" multiplicity=3 gap_ha="0.2905 / 0.2028" total_charge=+1 homo_energy_ev="-10.92 / -11.04"
Pt 0.222 -0.063 -1.186 1.4012
Cl 2.084 2.310 -2.831 0.0200
C 0.370 2.319 -3.143 0.0620
C -0.407 1.390 -2.438 0.0577
C -1.796 1.425 -2.562 0.0656
Cl -2.767 0.331 -1.644 0.0277
C -2.447 2.334 -3.462 -0.0172
Cl -4.150 2.439 -3.462 -0.0089
C -1.654 3.207 -4.242 0.0621
Cl -2.423 4.287 -5.398 0.0199
C -0.231 3.155 -4.116 -0.0127
Cl 0.763 4.268 -4.970 -0.0066
C 0.048 0.809 3.532 0.0007
N 0.368 -0.519 3.055 0.0028
C 0.840 -1.514 3.987 0.0019
C 0.337 -0.791 1.760 0.0186
N 0.021 0.089 0.846 0.1483
N 0.541 -2.108 1.390 0.0126
C 0.906 -2.609 0.154 0.0201
N 1.096 -3.958 0.136 0.0101
N 1.022 -1.845 -0.902 0.0950
H 0.163 0.765 4.607 0.0001
H -0.986 1.013 3.297 0.0000
H 0.690 1.557 3.044 0.0002
H 1.102 -1.031 4.922 0.0003
H 1.759 -1.991 3.668 0.0002
H 0.079 -2.276 4.098 0.0000
H -0.023 1.043 1.229 0.0025
H 0.344 -2.841 2.077 0.0005
H 1.225 -4.500 0.973 0.0006
H 1.367 -4.395 -0.746 0.0001
H 1.538 -2.299 -1.675 0.0149

Record 4
35
Properties=species:S:1:pos:R:3:lowdin_spin:R:1 method="wB97M-V/def2-TZVPD" multiplicity=2 gap_ha="0.2443 / 0.1986" total_charge=+3 homo_energy_ev="-18.10 / -17.99"
Ru -0.458 -0.132 -1.133 -0.0016
Cl 2.921 0.199 -1.423 0.1185
C 2.038 1.607 -1.745 0.2272
C 0.630 1.566 -1.630 0.0134
C -0.009 2.767 -1.723 0.1118
Cl -1.695 2.901 -1.421 0.0395
C 0.702 3.995 -2.053 0.2147
Cl -0.140 5.419 -2.194 0.1709
C 2.100 3.977 -2.261 0.0122
Cl 2.919 5.399 -2.690 0.0088
C 2.777 2.789 -2.089 0.0477
Cl 4.455 2.718 -2.272 0.0357
N -2.544 -0.902 -1.286 0.0088
N -2.370 -0.138 -2.456 -0.0098
H -2.862 -1.863 -1.401 0.0005
H -3.153 -0.440 -0.613 0.0002
H -3.087 0.574 -2.586 -0.0004
H -2.295 -0.728 -3.280 -0.0002
C 0.246 -2.422 4.247 0.0001
N -0.045 -1.728 2.990 0.0000
C -0.529 -0.355 2.902 -0.0001
C -0.607 -0.216 1.419 -0.0014
O -0.938 0.772 0.708 -0.0015
N -0.268 -1.334 0.791 0.0083
C 0.079 -2.244 1.777 0.0015
N 0.464 -3.475 1.521 -0.0002
H 0.218 -1.697 5.055 0.0000
H 1.246 -2.856 4.212 0.0000
H -0.497 -3.195 4.445 0.0000
H 0.161 0.363 3.353 0.0000
H -1.509 -0.223 3.370 0.0000
H 0.520 -3.817 0.577 0.0000
H 0.678 -4.125 2.264 0.0000
O 0.731 -1.897 -3.022 -0.0015
N 0.123 -1.258 -2.351 -0.0031

Record 5
26
Properties=species:S:1:pos:R:3:lowdin_charge:R:1 method="wB97M-V/def2-TZVPD" gap_ha="0.3528 / 0.3013" homo_energy_ev="-9.34 / -8.85"
C -0.536 0.896 -1.206 -0.0246
C -0.680 -0.248 0.884 0.0222
C -1.011 -0.243 -1.844 -0.0201
C -1.215 -1.349 0.236 -0.0593
C -0.325 0.936 0.158 -0.1592
C -1.388 -1.345 -1.084 -0.3069
C 0.493 2.030 0.705 -0.2481
C -2.168 -2.421 -1.816 -0.0357
C 3.794 0.477 0.638 -0.2595
C -0.037 3.441 0.628 -0.4968
N 1.522 1.882 1.395 0.2562
N 3.040 0.396 1.806 -0.0115
F -1.282 3.525 0.008 0.0955
F -0.095 3.912 1.890 0.1515
F 0.692 4.196 -0.260 0.1132
H -0.324 1.762 -1.751 0.1007
H -0.591 -0.202 1.941 0.1048
H -1.059 -0.341 -2.931 0.1197
H -1.523 -2.238 0.745 0.1102
H -2.173 -3.294 -1.064 0.1061
H -3.128 -2.073 -2.034 0.0572
H -1.693 -2.674 -2.778 0.0845
H 4.693 -0.161 0.931 0.1020
H 3.255 -0.037 -0.125 0.0603
H 4.391 1.373 0.357 0.0786
H 3.011 1.212 2.482 0.0590

Record 6
24
Properties=species:S:1:pos:R:3:lowdin_charge:R:1 method="wB97M-V/def2-TZVPD" smiles=Fc1ccccc1.CC#N.CC#N gap_ha=0.3774 homo_energy_ev=-9.92
F 18.360 2.674 -12.225 0.0737
C 19.030 3.166 -11.178 -0.2945
C 18.632 2.719 -9.926 -0.0192
C 19.364 3.113 -8.814 -0.0828
C 20.444 3.976 -8.970 -0.1110
C 20.809 4.424 -10.239 -0.0828
C 20.067 4.059 -11.353 -0.0176
H 17.775 2.065 -9.840 0.1210
H 19.125 2.716 -7.836 0.1080
H 20.955 4.418 -8.128 0.0802
H 21.627 5.117 -10.383 0.1096
H 20.314 4.409 -12.347 0.1216
C 20.242 6.628 -6.298 -0.0839
C 20.270 8.083 -6.416 -0.2838
N 20.323 9.214 -6.582 0.1349
H 19.290 6.123 -6.207 0.0828
H 20.869 6.354 -5.442 0.0871
H 20.903 6.304 -7.105 0.0619
C 18.033 6.376 -9.402 -0.0706
C 16.809 7.124 -9.190 -0.2710
N 15.845 7.714 -9.016 0.1307
H 18.721 6.325 -8.561 0.0476
H 18.640 6.731 -10.233 0.0895
H 17.761 5.339 -9.606 0.0684

Record 7
23
Properties=species:S:1:pos:R:3:lowdin_charge:R:1 method="wB97M-V/def2-TZVPD" gap_ha=0.2986 homo_energy_ev=-8.45
C -1.759 -0.329 -0.067 -0.0946
C -1.527 0.967 0.089 -0.0450
C -0.881 -1.511 0.065 -0.3948
C 0.289 -1.474 0.653 -0.5162
C 1.954 0.729 0.951 -0.5269
C 2.107 1.350 -0.450 -0.0907
C 0.686 1.683 -0.865 -0.1170
C -0.171 1.599 0.450 -0.2848
C 0.633 0.778 1.363 -0.0092
C -1.533 -2.721 -0.496 -0.0617
O 2.741 0.003 1.506 -0.1264
I 1.979 -2.540 0.787 1.1148
H -2.737 -0.412 -0.391 0.0747
H -2.450 1.582 -0.197 0.1338
H 2.757 2.140 -0.291 0.0907
H 2.610 0.732 -1.228 0.1322
H 0.511 2.549 -1.306 0.0528
H 0.420 0.771 -1.619 0.1694
H -0.468 2.588 0.647 0.1205
H 0.115 0.624 2.333 0.1513
H -1.451 -2.631 -1.487 0.0417
H -2.668 -2.818 -0.146 0.1440
H -1.157 -3.657 -0.302 0.0413

Record 8
24
Properties=species:S:1:pos:R:3:lowdin_charge:R:1 method="wB97M-V/def2-TZVPD" gap_ha=0.3068 total_charge=+2 homo_energy_ev=-17.31
C 2.844 1.223 -0.070 0.0302
C 3.329 -0.073 -0.210 0.0190
C 1.484 1.509 -0.204 0.0838
C -2.921 -0.317 0.401 0.0568
C 2.512 -1.174 -0.307 0.0446
C -2.256 -1.498 0.491 0.0486
C 0.658 0.375 -0.168 -0.0143
C -0.754 0.092 -0.012 -0.0250
C 0.236 -1.980 -0.074 0.0180
C -2.334 1.978 -0.140 0.0329
N -1.998 0.638 0.120 -0.0539
N 1.204 -0.898 -0.222 0.0133
N -0.985 -1.268 0.180 0.0465
H 3.549 2.079 -0.111 0.1608
H 4.444 -0.251 -0.233 0.1663
H 1.189 2.510 0.011 0.1330
H -3.903 0.001 0.863 0.1927
H 2.735 -2.271 -0.383 0.1881
H -2.518 -2.414 0.850 0.1325
H 0.237 -2.657 -0.976 0.2023
H 0.510 -2.519 0.785 0.1545
H -2.417 2.251 -1.209 0.1386
H -3.320 2.139 0.243 0.1075
H -1.526 2.524 0.372 0.1232

no.,strongest force on any atom (eV/A)
1,2.94
2,0.68
3,2.96
4,3.88
5,3.86
6,1.98
7,6.09
8,3.84